C2H8S4 | the ωB97M-V functional and the def2-TZVPD basis

Structure (XYZ):
```
14
Properties=species:S:1:pos:R:3:forces:R:3:nbo_charge:R:1
H -1.39898 -2.41902 -0.38669 -0.360 0.116 0.203 0.130
H 0.63614 -3.42796 2.52742 0.229 0.155 -0.437 0.226
H 0.37077 3.57334 0.94717 0.000 0.157 -0.061 0.121
C -0.67809 2.38211 -1.74218 -0.525 -0.158 -0.537 -0.742
H 0.14197 2.37782 -2.47980 -0.342 0.246 0.370 0.222
S -1.31323 -1.74739 0.78124 1.020 -0.272 -0.423 -0.135
C 1.11444 -3.37061 1.53518 -0.675 -0.826 -0.022 -0.758
H -0.42867 1.67335 -0.93468 -0.225 0.545 -0.146 0.223
H 0.63779 -4.11152 0.87151 0.332 0.014 0.479 0.217
H 2.18107 -3.62988 1.64327 -0.351 0.559 -0.261 0.237
S 0.78471 -1.77794 0.73039 -0.195 0.281 0.448 0.083
S -1.08864 4.07167 -1.14292 0.455 -1.057 -0.102 0.092
H -1.60053 2.03822 -2.23964 0.361 -0.038 0.122 0.220
S 0.64126 4.36780 -0.11025 0.274 0.279 0.366 -0.139
```
Positions in Å, forces in eV/Å.

Calculated values
Kohn-Sham gap in eV: 9.25
Energy relative to the best compared isomer or geometry (same formula, charge and spin) in eV: 0.2599
LUMO in eV: 0.4
Highest occupied orbital energy in eV: -8.8967
Total energy in Ha: -1673.72880
Charge: 0



C2H8S4 | the ωB97M-V functional and the def2-TZVPD basis

Structure (XYZ):
```
14
Properties=species:S:1:pos:R:3:forces:R:3:nbo_charge:R:1
C 1.51051 -0.37937 1.85671 0.496 0.366 -0.888 -0.728
C -2.65787 0.89825 -0.98065 3.758 1.337 -1.164 -0.772
H 1.59839 -0.61731 0.72682 -0.070 -0.597 2.152 0.240
H 4.92038 1.43090 0.54754 -1.800 -2.180 -0.221 0.170
S 3.97642 0.26846 0.47942 2.640 1.729 -0.904 -0.173
H -2.33756 -2.82367 -2.84571 -0.436 -0.153 0.048 0.143
H -2.25614 0.96266 0.00488 -0.382 -1.019 1.384 0.216
H -1.56735 1.25886 -1.41339 -2.893 -1.006 -0.113 0.238
S 2.90732 0.90522 2.06719 -2.169 -0.226 1.237 0.032
S -3.20877 -0.80324 -1.52420 -0.674 1.219 0.658 0.067
S -1.64017 -1.72886 -2.57195 0.797 0.886 0.111 -0.139
H 1.60085 -1.12100 2.68692 0.460 -0.024 -1.435 0.233
H 0.47167 -0.04787 1.96470 0.427 0.923 0.047 0.226
H -3.31770 1.79696 -0.99828 -0.153 -1.256 -0.913 0.246
```
Positions in Å, forces in eV/Å.

Calculated values
Kohn-Sham gap in eV: 8.35
Energy relative to the best compared isomer or geometry (same formula, charge and spin) in eV: 2.3981
LUMO in eV: 0.3
Highest occupied orbital energy in eV: -8.0294
Total energy in Ha: -1673.65023
Charge: 0